56
Properties=species:S:1:pos:R:3:lowdin_charge:R:1 method="wB97M-V/def2-TZVPD" homo_energy_ha=-0.3849 e_above_lowest_kj_mol=0.0 homo_lumo_gap_ev=10.46 lumo_energy_ev=0.0 total_charge=0 smiles="CCB(O)[C@H]1C(=O)O[C@H](S(=O)(=O)C(F)(F)F)[C@H]1CCCCO.ClCCCl.ClCCCl" energy_ev=-98015.710
C 1.303 -4.369 -0.627 -0.106
C 1.173 -2.847 -0.779 -0.147
B -0.037 -2.410 -1.685 -0.397
O -0.946 -3.365 -2.104 0.148
C -0.312 -0.908 -2.156 -0.038
C -1.730 -0.687 -2.678 -0.444
O -2.226 -1.099 -3.659 0.195
O -2.431 0.108 -1.796 0.054
C -1.676 0.038 -0.588 -0.304
S -2.350 1.090 0.706 0.803
O -3.360 1.967 0.211 -0.231
O -1.310 1.626 1.525 -0.242
C -3.201 -0.177 1.756 -0.662
F -4.142 -0.808 1.040 0.142
F -2.301 -1.094 2.156 0.131
F -3.746 0.407 2.811 0.167
C -0.249 0.215 -1.077 -0.207
C 0.920 0.292 -0.094 -0.156
C 1.466 1.706 0.110 -0.180
C 2.950 1.682 0.499 -0.197
C 3.248 0.722 1.626 -0.271
O 4.475 1.119 2.241 -0.068
H 2.277 -4.617 -0.215 0.071
H 0.527 -4.760 0.023 0.073
H 1.225 -4.872 -1.586 0.073
H 2.112 -2.396 -1.090 0.104
H 0.970 -2.437 0.216 0.106
H -1.506 -3.655 -1.375 0.126
H 0.328 -0.553 -2.964 0.169
H -1.875 -0.974 -0.217 0.142
H -0.290 1.160 -1.620 0.157
H 1.731 -0.291 -0.526 0.102
H 0.645 -0.161 0.855 0.119
H 0.935 2.223 0.902 0.101
H 1.371 2.258 -0.822 0.117
H 3.291 2.679 0.760 0.122
H 3.504 1.367 -0.385 0.030
H 2.441 0.713 2.365 0.122
H 3.354 -0.296 1.246 0.115
H 4.691 0.458 2.905 0.080
Cl 5.671 4.465 -2.328 0.540
C 6.623 2.983 -2.064 -0.662
C 6.223 1.879 -3.008 -0.647
Cl 4.583 1.273 -2.651 0.572
H 6.492 2.684 -1.028 0.068
H 7.668 3.239 -2.227 0.073
H 6.905 1.038 -2.899 0.073
H 6.237 2.211 -4.042 0.068
Cl -9.406 1.356 3.315 0.540
C -7.717 0.908 2.970 -0.671
C -7.522 -0.585 2.931 -0.666
Cl -7.711 -1.335 4.538 0.537
H -7.088 1.368 3.728 0.067
H -7.464 1.333 2.000 0.074
H -6.514 -0.812 2.592 0.050
H -8.231 -1.060 2.258 0.069